Entry 1:
Here is a structure of composition C32H50P2Zr from the OMol25 dataset. Energies are from ωB97M-V/def2-TZVPD.

Calculated values
**Lowest unoccupied orbital energy**: -0.26047 Eh
**Charge**: +2

Each line ends with the Mulliken charge.
Cartesian coordinates (Å):
1 C 0.2658 2.6151 6.3364  -0.913
2 H 0.6734 2.1237 7.2235  0.412
3 H 2.3442 2.6850 1.5938  0.320
4 H -2.5726 0.9169 2.6925  0.043
5 H -1.7381 -4.1984 1.4475  0.362
6 H 3.7705 -1.2631 0.1678  0.372
7 H -2.2440 2.8596 0.4666  0.217
8 H 0.0162 3.0012 -2.0079  0.303
9 H 1.3300 0.7921 -5.5742  0.442
10 C 0.6385 -2.7542 0.0837  0.824
11 H -1.1653 4.3495 3.1495  0.418
12 C 2.3444 -0.5135 2.5887  -1.250
13 C 1.0986 2.8300 -2.0397  -1.330
14 C 1.4366 -1.3368 1.7405  0.381
15 C 1.7432 -0.8761 -4.3474  -0.423
16 H -3.7221 -0.2239 -1.7183  0.358
17 C -0.2221 2.5701 3.9457  0.447
18 C -0.8072 4.5204 5.2815  -0.799
19 C -1.0453 -0.2447 -3.4693  -0.107
20 C -3.2793 0.4096 2.0260  -1.042
21 C 0.3127 1.9507 5.1112  -0.016
22 H 1.4705 -3.5907 -1.6966  0.349
23 H 3.6793 -3.0182 0.3472  0.291
24 P -2.6155 0.4706 0.3261  0.986
25 H 3.0644 0.0537 1.9865  0.226
26 H 2.9129 -1.1527 3.2762  0.429
27 C -1.2263 -1.5450 -3.1844  0.390
28 H 3.9215 1.1386 -0.2623  0.427
29 H 1.3438 2.2668 -2.9504  0.302
30 H 2.6213 -0.3164 -4.0063  0.574
31 C -0.4318 -2.5376 1.0181  0.579
32 H 0.6107 -4.0272 -4.3809  0.320
33 C 0.0871 -1.7129 2.0754  1.165
34 C -3.8797 -0.4133 -0.6474  -1.318
35 H -2.1212 -3.3194 -0.0359  0.265
36 C 1.7863 -2.0080 0.5153  0.415
37 H 1.7657 0.2017 3.1802  -0.047
38 Zr 0.0068 -0.2430 0.1045  0.014
39 H -3.9762 2.4737 0.2317  0.475
40 H -0.3586 4.3875 7.3874  0.420
41 H -0.6186 -0.3435 3.5509  0.020
42 H -1.6205 -1.8745 -2.2165  0.502
43 H 3.6966 2.0491 -1.7875  0.497
44 H -1.4732 -3.5495 -3.8140  0.418
45 C -0.7711 3.8762 4.0476  -0.223
46 C -0.2222 1.8727 2.7212  -0.122
47 H 0.4613 -2.8976 -5.7297  0.474
48 C -0.3049 3.8890 6.4241  -0.424
49 H -1.2890 -0.1482 -5.6121  0.431
50 P 1.6105 1.8548 -0.5694  1.336
51 H -4.2465 0.9289 2.0560  0.569
52 C 0.6356 -3.7630 -1.0066  -1.111
53 C 3.2662 1.2902 -1.1214  -1.354
54 H 0.7313 -4.7909 -0.6259  0.300
55 H -0.0073 -1.8686 4.2058  0.363
56 C 0.8329 -0.1486 -5.2963  -1.085
57 H 2.3190 -2.7393 -3.4881  0.852
58 C -2.9518 2.2210 -0.0754  -1.160
59 H -2.8379 2.3954 -1.1537  0.370
60 H 3.1690 0.3439 -1.6675  0.136
61 H -2.5146 -2.6155 1.5434  0.324
62 C -0.5762 -1.4227 3.3796  -1.424
63 H -0.2950 -3.7071 -1.5897  0.113
64 H -0.6883 1.3182 -4.8531  0.348
65 C -0.6058 0.2205 -4.8254  -1.251
66 C -0.1912 1.2454 1.6286  0.215
67 H -3.8046 -1.4955 -0.4725  0.321
68 C 1.5737 -2.1694 -4.0502  -0.374
69 H 3.1067 -2.2594 -1.1460  0.294
70 C -1.0194 -2.6243 -4.2044  -1.452
71 H 0.7188 -0.7269 -6.2275  0.402
72 C 3.1536 -2.1403 -0.0571  -1.497
73 H 2.7748 3.8492 0.2896  0.544
74 H 0.7482 0.9560 5.0290  0.340
75 H -4.8841 -0.0726 -0.3627  0.492
76 H -1.5662 -2.3956 -5.1371  0.487
77 C 0.4401 -2.9700 -4.6291  -1.235
78 C -1.7673 -3.1989 0.9927  -1.677
79 H 1.6203 3.7942 -2.0572  0.512
80 H -1.2371 5.5225 5.3537  0.407
81 H -1.2932 0.5450 -2.7528  0.453
82 H 1.0849 3.7164 0.8966  0.364
83 H -3.4079 -0.6256 2.3628  0.284
84 C 2.0040 3.1605 0.6625  -1.468
85 H -1.5924 -1.8237 3.4023  0.408

Cartesian forces, eV/Å:
C 0.012 -0.165 -0.244
H -0.170 0.235 -0.294
H -0.055 0.167 -0.281
H -0.273 -0.149 -0.121
H 0.085 0.201 -0.098
H -0.075 -0.220 -0.057
H -0.192 -0.119 -0.105
H 0.191 0.130 -0.126
H -0.141 -0.335 -0.077
C 0.058 0.557 0.718
H 0.054 -0.032 0.245
C 0.178 0.126 0.268
C -0.429 -0.255 -0.009
C -0.559 -0.637 -0.437
C 0.132 -0.260 0.127
H -0.072 -0.069 0.245
C -0.027 0.600 1.288
C -0.022 -0.043 -0.128
C -0.063 -0.546 0.105
C 0.192 -0.175 0.204
C -0.324 0.477 -0.315
H -0.280 -0.113 0.171
H -0.267 0.192 -0.021
P -1.043 -0.017 0.199
H -0.077 -0.123 0.124
H -0.051 0.099 -0.127
C 0.004 0.523 -0.008
H 0.007 0.002 -0.069
H -0.116 0.113 0.209
H -0.215 -0.354 0.032
C 1.040 0.446 0.315
H -0.024 0.293 -0.206
C 0.372 -0.059 -0.428
C -0.024 -0.151 -0.176
H -0.027 -0.070 0.121
C -0.960 -0.140 0.654
H 0.190 -0.156 -0.081
Zr -0.070 -0.071 -0.270
H 0.263 -0.129 -0.147
H 0.034 -0.040 -0.159
H -0.078 -0.253 0.128
H 0.020 0.269 -0.043
H 0.016 -0.189 0.218
H 0.067 0.334 -0.197
C 0.217 -0.505 0.122
C 0.224 -1.346 -3.009
H 0.219 -0.074 0.363
C 0.053 -0.193 -0.272
H 0.015 0.107 0.544
P 1.268 0.753 -0.554
H 0.204 -0.207 -0.082
C -0.136 -0.025 -0.808
C -0.083 -0.039 -0.120
H -0.062 0.343 0.087
H -0.131 -0.017 -0.206
C 0.241 0.386 -0.304
H -0.129 0.422 -0.044
C 0.390 0.150 -0.258
H -0.085 0.025 0.240
H 0.097 0.221 0.051
H 0.133 -0.163 -0.120
C -0.101 0.181 0.174
H 0.255 -0.183 0.112
H -0.084 -0.358 -0.020
C -0.098 0.688 -0.275
C -0.050 1.078 2.710
H -0.071 0.281 -0.032
C 0.098 0.288 -0.228
H 0.147 0.040 0.183
C -0.325 -0.598 -0.017
H 0.249 0.101 0.310
C 0.381 0.289 -0.402
H -0.212 -0.292 -0.055
H -0.103 0.223 0.120
H 0.242 -0.083 -0.094
H 0.014 0.142 0.540
C 0.172 -0.555 -0.106
C -0.396 -0.099 -0.049
H -0.080 -0.235 0.044
H 0.154 -0.372 -0.012
H -0.065 -0.174 0.128
H 0.306 -0.131 -0.099
H -0.021 0.239 -0.057
C -0.290 -0.255 0.249
H 0.162 0.048 0.098

---

Entry 2:
Here is a cluster of 2 separate species, C32H51BClN4O5PS in total from the OMol25 dataset. Energies are from ωB97M-V/def2-TZVPD.

Calculated values
**Lowest unoccupied orbital energy**: 0.01093 Eh

Each line ends with the Mulliken charge.
Cartesian coordinates (Å):
1 H 6.9840 4.3706 2.7906  0.289
2 H 1.5172 5.3774 0.2114  0.328
3 C 3.4472 -2.0705 -0.0685  -0.063
4 C -3.6149 -0.7954 -2.8244  -2.201
5 H 3.1573 -3.4454 1.6040  0.312
6 C 0.2131 -0.7006 -0.9072  -1.438
7 H -1.0498 -1.4061 1.8903  -0.051
8 H 3.2505 0.1955 2.5162  0.233
9 H 4.7972 4.5444 3.5549  0.131
10 N 3.4301 3.1443 2.1504  0.208
11 O -4.4846 -4.3897 -4.0030  -0.568
12 C -4.9264 -0.4478 1.1749  -0.696
13 H -5.1455 -0.1329 0.1562  0.193
14 C -3.2697 -1.9572 -0.1006  -1.368
15 H 5.0122 3.3879 4.8411  0.425
16 C -1.1303 -3.8343 2.3843  -0.859
17 C -3.1672 -4.2227 -4.5320  0.624
18 H -4.5095 -0.5226 3.7578  0.365
19 C 0.0390 -0.1241 -2.1647  0.732
20 C -4.9419 0.7854 2.0794  -0.999
21 C 2.0807 1.4121 -1.4402  0.107
22 C -0.5527 -1.9530 1.0818  -0.878
23 H -4.1686 -1.8957 -0.7047  0.798
24 H -3.1486 -3.2224 -4.9685  0.204
25 H -2.1767 -5.2777 -2.9232  0.452
26 H -2.1401 -3.6942 2.7799  0.241
27 H -4.3584 1.5940 1.6327  0.458
28 C 2.6016 2.7051 -1.4712  -0.467
29 C -3.5910 -1.1974 1.2106  -0.335
30 H -0.4161 -3.3747 3.0721  0.341
31 H 3.9875 -4.1679 0.2394  0.343
32 H -2.9611 -6.2626 -5.2073  0.371
33 H 7.2759 3.9413 4.4986  0.350
34 H 1.8136 5.8917 -1.4535  0.291
35 H 2.6252 3.1538 2.7680  0.283
36 H 1.7997 0.9226 2.8198  0.327
37 O 3.7898 3.7567 -3.4963  -0.691
38 C 3.0983 3.2419 -0.2673  1.108
39 O -1.0093 -3.3042 1.0840  -0.408
40 H -2.2699 0.3027 3.4664  0.045
41 H -1.9129 -5.1173 -6.0599  0.369
42 H -3.6486 -5.1725 -6.4098  0.358
43 C 4.5566 2.5361 2.8910  -0.488
44 P 3.8328 4.9347 -0.4548  -0.082
45 H -4.2079 -1.6776 -2.6003  0.285
46 H 3.8880 5.1919 1.7030  0.339
47 C -4.4401 0.5398 3.5185  -0.540
48 H -3.4854 -0.7312 -3.9008  0.751
49 C -0.8433 -1.3150 -0.2484  0.668
50 C 3.0194 2.5061 0.9247  -1.270
51 H 2.4137 6.8847 -0.1314  0.373
52 H 4.1799 1.7466 3.5446  0.132
53 H -2.8149 -0.4587 1.4118  -0.022
54 C -2.9019 -5.2514 -5.6197  -1.532
55 N 2.4135 -1.5830 -0.9691  -0.501
56 C -2.2692 -0.8002 -2.1158  0.834
57 H 4.3764 -2.1071 -0.6402  0.513
58 H 1.4178 4.7992 -3.6953  0.297
59 H -5.9646 1.1561 2.1595  0.426
60 N 1.5017 -0.6719 -0.2951  1.410
61 H 1.8703 -2.3402 -1.3579  0.276
62 C 3.1929 -3.4787 0.5169  -1.129
63 C -2.1468 -4.2987 -3.4096  -1.061
64 H 5.2647 2.1059 2.1872  0.511
65 C 5.2411 3.5797 3.7937  -0.326
66 N 2.3533 0.4405 2.1258  -0.177
67 C -4.9139 1.4270 -2.0965  -0.144
68 H -2.8063 1.9591 3.2777  0.299
69 H 3.6043 -1.3461 0.7233  -0.104
70 H -5.1113 1.0459 4.2120  0.393
71 O 4.4824 5.4067 0.9724  -0.431
72 C 2.4879 1.2089 0.9226  0.146
73 H 2.2560 -3.8796 0.1345  0.236
74 H -5.7361 -1.0963 1.5175  0.294
75 C 6.7604 3.6621 3.5840  -1.209
76 S 1.4186 0.6873 -2.9147  -0.593
77 Cl -1.3789 0.5062 -4.3451  -0.277
78 H -0.9115 -4.8989 2.3370  0.302
79 B 2.6121 3.4732 -2.8708  1.377
80 H -3.0466 -3.0001 0.0988  0.542
81 C -1.1991 -0.1916 -2.7737  1.335
82 H -2.3730 -3.5442 -2.6559  0.094
83 H -5.2573 2.2947 -1.5884  0.458
84 O 1.4474 3.8609 -3.4927  -0.719
85 C -2.1072 -1.3430 -0.8429  -0.008
86 H -1.1346 -4.1295 -3.7809  0.348
87 C -4.3358 0.4247 -2.4267  -0.454
88 H -3.5786 -1.8817 2.0592  0.222
89 H -4.5316 -5.2667 -3.6082  0.359
90 C 2.0370 0.6490 -0.2700  -1.424
91 H -2.8772 1.2156 4.8614  0.397
92 H 7.1419 2.6875 3.2792  0.334
93 H 0.5154 -1.9274 1.2832  0.954
94 C -3.0158 1.0240 3.7986  -0.957
95 H 4.5421 3.3653 -3.0442  0.338
96 C 2.2350 5.8607 -0.4513  -1.055

Cartesian forces, eV/Å:
H 0.150 0.044 -0.025
H -0.106 0.125 0.057
C 0.220 -0.743 -0.224
C -0.142 0.626 0.226
H -0.180 -0.118 0.069
C -0.083 -0.043 -0.139
H -0.024 0.067 -0.014
H 0.002 0.053 0.141
H 0.006 0.112 0.110
N -0.304 -0.225 0.126
O -0.034 0.233 -0.079
C 0.015 0.177 0.370
H -0.082 -0.045 -0.066
C -0.197 0.423 0.206
H -0.013 -0.119 0.044
C 0.167 -0.056 -0.018
C 0.083 -0.348 0.093
H -0.073 -0.063 0.046
C 0.425 0.082 0.029
C -0.023 -0.040 0.330
C -0.092 -0.239 0.118
C -0.313 -0.258 0.263
H -0.004 -0.242 -0.100
H -0.104 0.026 0.018
H 0.011 -0.036 -0.059
H -0.059 0.066 0.034
H 0.084 -0.008 -0.076
C -0.010 -0.428 -0.131
C -0.026 0.115 -0.040
H 0.047 0.020 0.044
H 0.035 -0.059 -0.027
H 0.064 0.004 0.033
H 0.089 0.193 -0.015
H -0.066 -0.048 -0.073
H 0.012 0.084 0.063
H 0.071 0.036 0.119
O -0.089 -0.163 -0.117
C 0.192 -0.051 0.152
O 0.120 0.003 -0.106
H 0.078 -0.040 0.047
H 0.008 -0.009 0.015
H 0.009 0.028 -0.004
C -0.337 0.454 0.410
P 0.164 0.243 -0.217
H -0.001 -0.073 -0.072
H 0.067 -0.324 0.207
C 0.032 0.140 -0.066
H 0.107 -0.278 -0.072
C 0.344 -0.058 0.105
C 0.077 0.261 -0.398
H 0.080 0.075 0.006
H 0.189 -0.272 -0.129
H 0.079 0.004 -0.110
C -0.075 0.038 -0.075
N 0.459 0.614 -0.234
C -0.295 -0.011 -0.671
H 0.043 0.087 -0.025
H 0.109 -0.038 -0.486
H -0.080 0.019 -0.214
N -0.190 -0.174 0.301
H -0.172 -0.031 0.077
C 0.117 0.385 0.086
C -0.003 0.144 0.046
H -0.012 0.024 -0.166
C 0.206 0.089 -0.242
N -0.110 -0.076 -0.214
C 0.587 -0.391 0.328
H -0.063 0.073 -0.026
H -0.144 0.134 0.015
H -0.041 0.044 0.031
O -0.093 0.011 -0.197
C -0.129 -0.177 0.135
H -0.116 -0.077 0.121
H -0.026 -0.199 -0.218
C -0.375 -0.257 0.007
S -0.150 0.186 -0.019
Cl -0.038 0.060 -0.137
H -0.067 -0.078 -0.014
B 0.147 0.096 -0.116
H -0.052 -0.079 -0.008
C 0.135 -0.169 0.332
H 0.082 -0.012 0.032
H -0.260 0.119 -0.260
O -0.178 0.180 0.746
C -0.083 -0.152 -0.059
H 0.006 0.004 0.017
C -0.441 0.086 0.000
H 0.033 -0.045 0.050
H -0.009 -0.016 0.015
C 0.196 0.345 -0.309
H 0.126 -0.127 0.074
H 0.131 -0.039 0.041
H 0.081 0.082 0.001
C -0.056 0.016 -0.084
H 0.143 0.207 0.106
C -0.011 -0.203 0.113